# C34H31AsBrNS3V

C34H31AsBrNS3V as an isolated structure at a distorted geometry (the ωB97M-V functional and the def2-TZVPD basis, OMol25).

Results
HOMO = -0.167 Eh
energy above the lowest of the compared OMol25 structures with the same formula, charge and spin = 12.0 kcal per mole
energy = -226328.675 eV
M = 755.60 g mol⁻¹

Structure (ORCA input):
```
! wB97M-V def2-TZVPD RIJCOSX def2/J DEFGRID3
* xyz -1 1
V -0.248 -1.224 0.030
S 2.013 -1.102 -1.648
C 3.021 0.218 -1.168
C 4.388 0.254 -1.447
C 5.135 1.356 -1.084
C 4.546 2.433 -0.437
C 3.188 2.404 -0.144
C 2.418 1.315 -0.518
As 0.490 1.018 -0.419
C 0.041 2.045 -2.003
C -1.073 2.878 -1.980
C -1.387 3.663 -3.072
C -0.609 3.599 -4.217
C 0.481 2.745 -4.264
C 0.806 1.969 -3.164
C -0.249 2.267 0.900
C 0.036 3.627 0.967
C -0.615 4.437 1.881
C -1.585 3.906 2.715
C -1.902 2.560 2.638
C -1.230 1.746 1.741
H 4.839 -0.580 -1.964
H 6.192 1.384 -1.319
H 5.141 3.299 -0.177
H 2.741 3.244 0.378
H -1.703 2.902 -1.093
H -2.237 4.333 -3.020
H -0.854 4.216 -5.070
H 1.086 2.693 -5.159
H 1.654 1.290 -3.207
H 0.761 4.060 0.286
H -0.368 5.488 1.945
H -2.100 4.543 3.420
H -2.675 2.152 3.276
H -1.464 0.682 1.672
S -1.919 -0.412 -1.480
C -3.439 -0.844 -0.781
C -4.635 -0.405 -1.353
C -5.850 -0.758 -0.803
C -5.892 -1.578 0.322
C -4.719 -2.016 0.903
C -3.484 -1.636 0.379
S -2.017 -2.057 1.210
H -4.577 0.215 -2.239
H -6.775 -0.403 -1.240
H -6.845 -1.868 0.744
H -4.727 -2.648 1.780
C 2.454 -2.227 2.641
C 1.276 -1.231 2.607
C 1.834 0.194 2.820
C 0.264 -1.562 3.721
N 0.634 -1.295 1.364
H 3.092 -2.017 3.498
H 3.018 -2.126 1.714
H 2.098 -3.252 2.715
H 2.490 0.228 3.688
H 1.017 0.902 2.966
H 2.403 0.490 1.936
H 0.765 -1.600 4.686
H -0.203 -2.521 3.512
H -0.522 -0.809 3.744
Br 1.367 -7.204 -2.472
C 0.782 -5.543 -1.716
C 0.262 -4.570 -2.544
C -0.085 -3.347 -1.995
C 0.085 -3.084 -0.640
C 0.557 -4.114 0.166
C 0.923 -5.342 -0.358
H 0.165 -4.747 -3.606
H -0.455 -2.581 -2.669
H 0.640 -3.938 1.232
H 1.335 -6.117 0.273
*
```

=====

# C2H14O4S2

A 5-piece molecular cluster, C2H14O4S2 overall at a distorted geometry (the ωB97M-V functional and the def2-TZVPD basis, OMol25).

Results
HOMO = -0.327 Eh
energy above the lowest of the compared OMol25 structures with the same formula, charge and spin = 18.2 kcal per mole
energy = -32161.275 eV
SMILES = CSSC.O.O.O.O
M = 166.26 g mol⁻¹

Structure (ORCA input):
```
! wB97M-V def2-TZVPD RIJCOSX def2/J DEFGRID3
* xyz 0 1
C -1.103 -0.964 2.063
S -1.464 -0.064 0.479
S -1.595 -1.754 -0.793
C -3.394 -1.628 -1.198
H -0.067 -1.271 2.001
H -1.724 -1.849 2.161
H -1.338 -0.232 2.831
H -3.551 -0.715 -1.761
H -4.008 -1.785 -0.321
H -3.567 -2.448 -1.902
O 3.409 -0.468 0.934
H 2.519 -0.077 0.914
H 3.475 -0.860 0.052
O 0.966 3.415 2.769
H 0.775 2.944 3.596
H 1.264 2.707 2.182
O 1.034 3.051 -2.063
H 0.364 2.392 -1.898
H 1.431 3.394 -1.261
O 3.646 -0.479 -1.978
H 4.574 -0.307 -2.219
H 3.263 -0.591 -2.838
*
```

=====

# C20H28N4O4

One molecule with the formula C20H28N4O4 (the ωB97M-V functional and the def2-TZVPD basis, OMol25).

Results
HOMO = -0.300 Eh
energy above the lowest of the compared OMol25 structures with the same formula, charge and spin = 0.0 kcal per mole
energy = -35347.125 eV
SMILES = COc1ccc(CCN2C[C@@H](C(=O)NCCN3CCNC3=O)CCC2=O)cc1
M = 388.47 g mol⁻¹

Structure (ORCA input):
```
! wB97M-V def2-TZVPD RIJCOSX def2/J DEFGRID3
* xyz 0 1
C 0.810 1.473 3.646
O -0.553 1.219 3.896
C -1.413 1.317 2.845
C -2.674 0.747 3.024
C -3.592 0.747 1.996
C -3.291 1.330 0.769
C -4.219 1.185 -0.400
C -3.953 -0.149 -1.124
N -2.584 -0.246 -1.597
C -1.643 -0.960 -0.759
C -0.206 -0.514 -1.037
C 0.727 -1.227 -0.071
O 0.856 -0.843 1.079
N 1.332 -2.341 -0.537
C 2.346 -3.018 0.236
C 3.759 -2.537 -0.151
N 3.916 -1.116 -0.036
C 3.963 -0.432 1.241
C 4.004 1.045 0.823
N 3.456 0.990 -0.514
C 3.507 -0.272 -1.032
O 3.239 -0.592 -2.172
C 0.048 -0.708 -2.527
C -0.850 0.270 -3.273
C -2.290 0.320 -2.789
O -3.144 0.884 -3.452
C -2.061 1.953 0.622
C -1.122 1.945 1.639
H 1.339 1.164 4.546
H 1.157 0.884 2.792
H 0.997 2.538 3.469
H -2.898 0.287 3.974
H -4.553 0.274 2.140
H -5.260 1.197 -0.074
H -4.066 1.993 -1.116
H -4.148 -0.990 -0.456
H -4.611 -0.213 -1.995
H -1.891 -0.772 0.288
H -1.731 -2.042 -0.943
H -0.132 0.550 -0.791
H 1.360 -2.487 -1.534
H 2.271 -4.095 0.068
H 2.144 -2.800 1.287
H 4.501 -3.032 0.480
H 3.950 -2.786 -1.199
H 4.845 -0.737 1.808
H 3.060 -0.643 1.826
H 3.389 1.674 1.470
H 5.031 1.434 0.821
H 3.467 1.792 -1.120
H 1.093 -0.521 -2.780
H -0.210 -1.729 -2.823
H -0.875 0.048 -4.341
H -0.460 1.287 -3.173
H -1.825 2.441 -0.314
H -0.167 2.420 1.479
*
```

=====

# C39H61BN9O3SSeSiV

C39H61BN9O3SSeSiV as an isolated structure (the ωB97M-V functional and the def2-TZVPD basis, OMol25).

Results
HOMO (alpha / beta) = -0.163 / -0.163 Eh
energy above the lowest of the compared OMol25 structures with the same formula, charge and spin = 45.6 kcal per mole
expectation value of S² = 3.760
energy = -171417.796 eV
M = 904.85 g mol⁻¹

Structure (ORCA input):
```
! wB97M-V def2-TZVPD RIJCOSX def2/J DEFGRID3
* xyz -1 4
V 0.011 0.848 -0.640
C 2.126 3.411 1.640
C 0.659 3.356 2.069
C 0.409 4.313 3.229
C 0.286 1.944 2.415
C 0.256 1.371 3.683
C 0.058 0.017 3.471
C -0.044 -1.059 4.513
C 1.182 -1.048 5.426
C -1.328 -0.884 5.327
N -0.053 -0.186 2.149
N 0.074 1.002 1.491
B -0.133 -1.521 1.342
N -1.400 -1.504 0.436
N -1.424 -0.660 -0.647
C -2.460 -0.994 -1.408
C -3.152 -2.036 -0.804
C -2.476 -2.327 0.367
C -3.035 -3.314 1.377
C -2.283 -3.602 2.667
C -3.382 -4.647 0.704
C -2.707 -0.367 -2.751
C -3.667 -1.216 -3.577
C -3.196 1.071 -2.660
N 1.178 -1.646 0.487
N 1.308 -0.711 -0.478
C 2.431 -0.913 -1.142
C 3.085 -2.005 -0.582
C 2.267 -2.446 0.451
C 2.651 -3.594 1.351
C 2.875 -4.885 0.552
C 1.761 -3.885 2.550
C 2.779 0.009 -2.281
C 3.881 -0.589 -3.154
C 1.564 0.303 -3.168
H 2.386 4.401 1.267
H 2.346 2.679 0.861
H 2.775 3.183 2.487
H 0.044 3.689 1.237
H 1.061 4.086 4.073
H -0.623 4.261 3.575
H 0.618 5.337 2.922
H 0.386 1.866 4.627
H -0.086 -2.023 4.004
H 1.239 -0.112 5.983
H 2.104 -1.151 4.855
H 1.129 -1.864 6.146
H -1.305 0.059 5.874
H -1.439 -1.693 6.049
H -2.208 -0.874 4.685
H -0.199 -2.423 2.083
H -4.037 -2.519 -1.173
H -3.986 -2.850 1.677
H -1.339 -4.110 2.479
H -2.901 -4.263 3.277
H -2.089 -2.703 3.246
H -2.479 -5.225 0.514
H -3.895 -4.517 -0.244
H -4.026 -5.231 1.362
H -1.738 -0.403 -3.267
H -4.652 -1.277 -3.108
H -3.263 -2.217 -3.713
H -3.794 -0.773 -4.564
H -4.142 1.133 -2.118
H -3.354 1.474 -3.660
H -2.477 1.718 -2.160
H 4.015 -2.447 -0.888
H 3.629 -3.293 1.750
H 1.932 -5.400 0.377
H 3.530 -5.555 1.109
H 3.327 -4.693 -0.419
H 0.787 -4.261 2.237
H 1.611 -3.010 3.177
H 2.236 -4.657 3.156
H 3.158 0.947 -1.844
H 3.548 -1.543 -3.561
H 4.794 -0.749 -2.582
H 4.117 0.074 -3.986
H 1.285 -0.613 -3.692
H 1.783 1.104 -3.875
H 0.626 0.605 -2.654
O 3.550 8.344 -1.505
S 2.760 9.500 -1.137
O 2.909 9.930 0.243
O 2.731 10.565 -2.118
C 1.045 8.877 -1.135
N 0.058 9.773 -1.082
C -1.175 9.304 -1.053
C -1.474 7.946 -1.064
C -0.376 7.102 -1.107
N 0.871 7.565 -1.149
C -0.476 5.615 -1.100
C -1.635 4.931 -0.735
C -1.621 3.551 -0.691
N -0.531 2.835 -0.999
C 0.570 3.494 -1.385
C 0.650 4.868 -1.439
H -1.973 10.039 -1.022
H -2.496 7.600 -1.051
H -2.535 5.455 -0.450
H -2.488 2.986 -0.374
H 1.436 2.888 -1.644
H 1.564 5.375 -1.715
C 1.415 -5.870 -3.355
Si -0.115 -4.820 -2.987
C -0.222 -4.697 -1.101
C -1.615 -5.841 -3.524
Se -0.047 -2.825 -3.899
H 1.375 -6.842 -2.862
H 2.310 -5.347 -3.017
H 1.516 -6.030 -4.428
H -0.248 -5.665 -0.600
H -1.118 -4.134 -0.843
H 0.632 -4.126 -0.739
H -1.636 -6.819 -3.041
H -1.610 -5.989 -4.604
H -2.535 -5.313 -3.271
*
```